Here is a 2-piece molecular cluster, Cl3H3Si2 overall in a non-equilibrium geometry from the OMol25 dataset. Energies are from ωB97M-V/def2-TZVPD.

As for the total energy: -1961.43540 Ha. For the energy above the lowest of the compared OMol25 structures with the same formula, charge and spin, the calculation gives 121.8 kJ/mol. As for the maximum force: 3.7 eV/Å. As for the frontier orbital gap: 8.8 eV.

Geometry as XYZ:
```
8
Properties=species:S:1:pos:R:3:forces:R:3
Si 1.49220 -0.03261 -0.59231 2.7 1.8 -1.9
Si -1.97398 0.61889 0.66576 -0.1 0.5 -0.5
Cl -2.18457 -0.44821 2.40342 -0.1 -0.3 0.4
Cl -3.40627 -0.26094 -0.57530 0.0 -0.1 0.0
Cl 1.18914 0.31242 1.33237 -0.1 0.5 1.7
H 0.38172 -0.69256 -1.08121 -1.6 -1.2 -0.8
H 1.69970 1.24254 -1.48064 -0.3 -0.9 1.0
H 2.80207 -0.73954 -0.67208 -0.5 -0.1 -0.1
```
Positions in Å, forces in eV/Å.

Löwdin analysis output, partial charges in e: 0.100, -0.137, 0.094, 0.056, 0.188, -0.143, -0.064, -0.094